Record 1
Density functional theory data (ωB97M-V with the def2-TZVPD basis set) for a molecular structure, C17H20N4O2V at a distorted geometry.

Geometry (Å):
N: -0.795 3.584 0.923
C: -0.347 4.539 0.433
C: 0.168 5.779 -0.099
H: -0.686 6.420 -0.357
H: 0.767 5.549 -0.992
H: 0.777 6.267 0.675
N: 3.390 -2.185 0.379
C: 4.154 -2.700 -0.349
C: 5.078 -3.321 -1.275
H: 5.323 -2.596 -2.071
H: 4.583 -4.188 -1.738
H: 5.979 -3.640 -0.713
N: -3.563 -0.747 0.876
C: -4.284 -1.533 0.418
C: -5.235 -2.499 -0.083
H: -5.173 -3.405 0.532
H: -4.979 -2.723 -1.129
H: -6.239 -2.058 -0.004
V: 0.255 -0.168 -1.004
C: -0.009 -1.850 0.059
O: -0.215 -2.667 0.863
C: 1.671 0.789 0.051
O: 2.327 1.341 0.843
C: 0.514 1.266 -2.646
C: -0.737 1.328 -2.013
C: -1.510 0.136 -2.019
C: -0.939 -0.977 -2.655
C: 0.455 -1.136 -2.723
C: 1.230 0.059 -2.711
H: 1.032 2.192 -2.942
H: -1.105 2.260 -1.562
H: -2.512 0.089 -1.569
H: -1.570 -1.824 -2.966
H: 0.946 -2.117 -2.701
H: 2.325 0.009 -2.673
C: 0.215 -0.147 4.529
C: -0.802 0.505 3.558
C: -0.551 0.339 2.140
N: -0.478 0.290 0.982
H: 0.259 -1.217 4.356
H: -0.019 0.012 5.583
H: 1.206 0.256 4.345
H: -1.829 0.128 3.768
H: -0.877 1.598 3.764

Summary:
**Spin multiplicity**: 2
**E_LUMO (alpha / beta)**: -19.430 / -19.361 eV
**Strongest force on any atom**: 9.08 eV/A
**HOMO energy (alpha / beta)**: -22.410 / -22.402 eV
**Charge**: +4
**Molecular weight**: 363.32 g mol⁻¹


Record 2
Density functional theory data (ωB97M-V with the def2-TZVPD basis set) for a molecular structure, C41H48BrClN5O4S2W at a distorted geometry.

Geometry (Å):
W: 0.378 0.134 -0.349
S: 2.322 3.808 1.610
C: 3.579 2.611 1.497
C: 4.915 2.740 1.863
C: 5.726 1.631 1.744
C: 5.208 0.414 1.287
C: 3.884 0.291 0.922
C: 3.060 1.412 1.009
N: 1.695 1.487 0.701
C: 1.193 2.658 1.026
C: -0.221 2.884 0.804
C: -0.847 4.110 1.031
C: -2.176 4.256 0.683
C: -2.853 3.181 0.109
C: -2.219 1.966 -0.106
C: -0.883 1.774 0.256
H: 5.301 3.678 2.239
H: 6.769 1.698 2.024
H: 5.857 -0.449 1.223
H: 3.494 -0.657 0.582
H: -0.301 4.936 1.473
H: -2.686 5.193 0.857
H: -3.892 3.295 -0.174
H: -2.790 1.162 -0.552
C: -7.460 -0.971 -1.003
C: -6.647 -2.155 -1.542
C: -6.931 -3.399 -0.689
C: -7.098 -2.438 -2.975
C: -5.159 -1.821 -1.462
C: -4.580 -1.537 -0.230
C: -3.245 -1.220 -0.155
Br: -2.569 -0.820 1.577
C: -2.402 -1.155 -1.276
O: -1.134 -0.760 -1.054
C: -2.957 -1.484 -2.534
C: -4.324 -1.788 -2.562
C: -2.280 -1.580 -3.921
C: -2.531 -2.987 -4.488
C: -2.915 -0.526 -4.841
C: -0.773 -1.372 -3.961
H: -8.526 -1.199 -1.042
H: -7.281 -0.074 -1.599
H: -7.205 -0.745 0.033
H: -7.989 -3.661 -0.750
H: -6.690 -3.231 0.361
H: -6.347 -4.251 -1.040
H: -8.165 -2.660 -2.979
H: -6.580 -3.300 -3.400
H: -6.937 -1.578 -3.628
H: -5.162 -1.556 0.681
H: -4.751 -2.020 -3.526
H: -3.589 -3.235 -4.551
H: -2.044 -3.740 -3.866
H: -2.113 -3.054 -5.494
H: -3.980 -0.699 -4.997
H: -2.428 -0.546 -5.818
H: -2.795 0.474 -4.417
H: -0.260 -2.106 -3.344
H: -0.490 -0.376 -3.654
H: -0.441 -1.513 -4.994
Cl: 6.311 -3.504 -5.465
C: 5.100 -2.877 -4.402
C: 4.627 -1.586 -4.596
C: 3.678 -1.080 -3.727
C: 3.187 -1.865 -2.690
C: 3.650 -3.165 -2.525
C: 4.618 -3.673 -3.374
C: 2.179 -1.332 -1.747
O: 1.311 -2.051 -1.222
O: 2.208 -0.079 -1.441
H: 5.003 -0.995 -5.419
H: 3.299 -0.077 -3.860
H: 3.244 -3.780 -1.732
H: 4.996 -4.678 -3.250
C: -0.084 3.870 -3.254
S: 1.034 2.963 -2.206
C: 2.373 2.690 -3.352
O: 0.356 1.615 -2.072
H: -0.232 3.321 -4.182
H: 0.330 4.861 -3.438
H: -1.019 3.951 -2.702
H: 2.881 3.638 -3.529
H: 1.977 2.274 -4.278
H: 3.046 1.985 -2.866
C: 2.801 -4.898 2.091
C: 1.361 -5.272 2.433
C: 0.592 -5.729 1.191
C: 0.661 -4.168 3.226
N: 0.724 -2.851 2.587
C: 0.426 -2.476 1.352
N: 0.627 -1.175 1.275
N: 1.035 -0.762 2.503
N: 1.095 -1.760 3.285
H: 3.288 -5.720 1.566
H: 3.385 -4.677 2.985
H: 2.839 -4.024 1.434
H: 1.391 -6.111 3.134
H: 0.813 -5.103 0.323
H: -0.487 -5.728 1.353
H: 0.883 -6.744 0.923
H: 1.143 -4.029 4.192
H: -0.390 -4.406 3.397
H: 0.092 -3.105 0.549

Summary:
**Spin multiplicity**: 3
**E_LUMO (alpha / beta)**: -2.483 / -3.030 eV
**Strongest force on any atom**: 1.80 eV/A
**HOMO energy (alpha / beta)**: -9.537 / -10.465 eV
**Charge**: +1
**Molecular weight**: 1038.20 g mol⁻¹


Record 3
Density functional theory data (ωB97M-V with the def2-TZVPD basis set) for a gas-phase ion, C4H7NO2S (charge -2) at a distorted geometry.

Geometry (Å):
C: -0.930 1.085 -0.594
C: -0.006 -0.145 -0.383
C: -0.926 -1.363 -0.369
S: -0.681 -2.319 -2.026
N: 0.689 0.022 0.874
C: 2.034 0.470 1.119
O: 2.649 0.925 0.112
O: 2.442 0.386 2.302
H: -1.236 1.227 -1.639
H: -0.363 1.995 -0.324
H: -1.812 1.177 0.054
H: 0.712 -0.107 -1.193
H: -0.876 -2.010 0.505
H: -2.001 -1.145 -0.208
H: 0.303 -0.199 1.772

Summary:
**E_LUMO**: 6.182 eV
**Strongest force on any atom**: 2.53 eV/A
**HOMO energy**: 0.353 eV
**Charge**: -2
**Structure (SMILES)**: C[C@H](C[S-])NC(=O)[O-]
**Molecular weight**: 133.17 g mol⁻¹


Record 4
Density functional theory data (ωB97M-V with the def2-TZVPD basis set) for a molecular structure, C12H5Cl2F5GaNO4S6 at a distorted geometry.

Geometry (Å):
Ga: 0.447 1.148 0.938
O: -0.945 3.026 7.388
C: -0.675 2.699 6.254
S: -0.459 1.033 5.728
C: -0.091 1.373 4.042
C: -0.083 2.661 3.657
S: 0.267 3.262 2.068
S: -0.452 3.834 4.924
S: 0.238 0.002 3.028
F: 0.361 -0.314 -8.796
C: 0.429 -0.420 -7.451
C: 0.288 0.697 -6.647
F: 0.074 1.894 -7.226
C: 0.361 0.585 -5.274
F: 0.199 1.699 -4.552
C: 0.570 -0.643 -4.615
S: 0.631 -0.795 -2.916
C: 0.703 -1.752 -5.475
F: 0.899 -2.974 -4.960
C: 0.634 -1.649 -6.848
F: 0.771 -2.743 -7.627
Cl: 0.779 -1.842 0.457
C: 1.915 -2.515 1.642
Cl: 3.584 -2.468 1.056
H: 1.645 -3.550 1.817
H: 1.856 -1.912 2.540
O: 3.401 1.231 -2.161
S: 2.552 0.482 -1.237
N: 1.924 1.366 -0.189
C: -1.828 2.545 -2.028
O: -0.909 2.144 -1.015
C: -1.282 1.146 -0.165
O: -2.375 0.644 -0.219
H: -1.245 3.067 -2.781
H: -2.594 3.199 -1.602
H: -2.306 1.670 -2.468

Summary:
**E_LUMO**: 4.229 eV
**Strongest force on any atom**: 1.39 eV/A
**HOMO energy**: -1.880 eV
**Charge**: -2
**Molecular weight**: 655.20 g mol⁻¹